Record 1
C2H4NO2S | ωB97M-V with the def2-TZVPD basis set

The geometry in XYZ format:
```
10
Properties=species:S:1:pos:R:3:mulliken_charge:R:1
C 1.169 -0.768 -0.023 -0.07
C 0.082 -0.284 -0.905 -0.64
N -0.865 -0.750 1.325 -0.31
O -1.307 2.029 0.024 -0.65
O 0.570 -0.929 1.244 -0.31
S -1.238 0.089 0.026 0.13
H 1.586 -1.697 -0.298 0.15
H 2.052 -0.078 0.028 0.13
H -2.178 2.001 0.273 0.24
H 0.130 0.387 -1.694 0.33
```

## Properties
- Charge: -1
- Energy relative to the best compared isomer or geometry (same formula, charge and spin): 519.3 kJ/mol
- 2S+1: 1
- HOMO-LUMO gap: 6.42 eV
- E_HOMO: -2.4 eV

=====

Record 2
C3H5LuO4 | ωB97M-V with the def2-TZVPD basis set

The geometry in XYZ format:
```
13
Properties=species:S:1:pos:R:3:mulliken_charge:R:1
C -1.564 -1.660 0.991 -0.67
O -1.066 -0.811 -0.019 -0.28
C 0.068 0.009 0.352 0.01
O 0.620 0.423 -0.814 -0.57
Lu -0.433 -0.516 -2.481 1.01
H -2.433 -2.189 0.586 0.24
H -0.799 -2.392 1.295 0.32
H -1.876 -1.071 1.867 0.27
H 0.763 -0.630 0.935 0.34
H -0.309 0.842 0.978 0.32
O 2.113 2.546 -2.362 -0.42
C 2.283 2.547 -1.191 0.75
O 2.634 2.903 -0.138 -0.32
```

## Properties
- Charge: +1
- Energy relative to the best compared isomer or geometry (same formula, charge and spin): 21.1 kJ/mol
- 2S+1: 2
- HOMO-LUMO gap (alpha / beta): 7.60 / 8.17 eV
- E_HOMO (alpha / beta): -12.3 / -14.4 eV

=====

Record 3
C21H47OP3SW | ωB97M-V with the def2-TZVPD basis set

The geometry in XYZ format:
```
74
Properties=species:S:1:pos:R:3:mulliken_charge:R:1
W 0.296 0.575 -1.010 0.08
P 1.964 1.088 1.022 0.73
P -1.376 1.596 0.311 1.07
P 1.076 1.931 -2.600 1.09
H -0.423 -1.222 1.645 -0.11
C -0.335 -1.743 0.672 0.06
C 0.876 -2.007 0.081 -1.23
H 1.843 -1.730 0.542 0.41
C 1.789 0.182 2.582 -1.06
C 1.919 2.849 1.482 -1.27
C 3.768 0.886 0.685 -1.29
C -3.108 1.114 -0.090 -1.42
C -1.506 1.602 2.147 -0.99
C -1.420 3.391 -0.063 -1.28
C 2.296 1.069 -3.624 -1.14
C 1.879 3.460 -2.072 -1.31
C -0.233 2.454 -3.730 -1.14
H -1.281 -1.886 0.102 0.70
H 0.924 -2.425 -0.940 0.39
H 2.232 -0.818 2.502 0.58
H 0.742 0.082 2.891 -0.14
H 2.332 0.744 3.357 0.61
H 1.012 3.088 2.049 0.34
H 1.987 3.500 0.601 0.28
H 2.798 3.028 2.120 0.60
H 4.048 -0.173 0.753 0.41
H 4.324 1.469 1.433 0.50
H 4.032 1.251 -0.316 0.41
H -3.801 1.805 0.418 0.57
H -3.318 0.095 0.260 0.37
H -3.298 1.153 -1.171 0.42
H -2.431 2.128 2.433 0.62
H -0.670 2.121 2.630 0.28
H -1.569 0.589 2.569 0.12
H -2.337 3.816 0.375 0.54
H -1.437 3.565 -1.145 0.31
H -0.554 3.905 0.372 0.33
H 2.540 1.737 -4.461 0.52
H 1.888 0.125 -4.004 0.35
H 3.200 0.859 -3.036 0.38
H 2.155 3.996 -2.988 0.57
H 2.785 3.253 -1.486 0.41
H 1.200 4.086 -1.478 0.36
H 0.272 2.814 -4.634 0.49
H -0.821 3.264 -3.278 0.40
H -0.903 1.623 -3.981 0.35
C -0.841 -1.690 -3.600 1.39
C -1.727 -1.802 -4.688 -0.53
C -1.482 -2.705 -5.711 -0.70
C -0.343 -3.531 -5.668 -0.42
C 0.560 -3.392 -4.607 -0.79
C 0.336 -2.455 -3.596 -0.39
S -1.352 -0.551 -2.297 -0.15
H 1.982 0.690 -0.688 0.03
H -2.610 -1.156 -4.703 0.51
H -2.177 -2.784 -6.551 0.46
H -0.161 -4.262 -6.454 0.48
H 1.453 -4.026 -4.575 0.47
H 1.074 -2.316 -2.808 0.29
C -2.868 -3.389 3.842 -1.56
C -2.558 -1.942 3.508 0.28
O -1.373 -1.357 4.053 -0.35
C -0.331 -2.212 4.535 0.03
C 0.409 -1.494 5.647 -1.43
H -2.126 -4.071 3.417 0.40
H -3.838 -3.638 3.400 0.40
H -2.944 -3.548 4.921 0.39
H -2.505 -1.820 2.415 -0.07
H -3.374 -1.296 3.860 0.33
H -0.725 -3.174 4.904 0.52
H 0.372 -2.409 3.706 0.07
H -0.234 -1.377 6.524 0.38
H 1.280 -2.077 5.951 0.40
H 0.749 -0.502 5.337 0.26
```

## Properties
- Charge: +4
- 2S+1: 3
- HOMO-LUMO gap (alpha / beta): 3.31 / 2.55 eV
- E_HOMO (alpha / beta): -18.5 / -18.5 eV

=====

Record 4
C2H10N6S | ωB97M-V with the def2-TZVPD basis set

The geometry in XYZ format:
```
19
Properties=species:S:1:pos:R:3:mulliken_charge:R:1
C 1.957 1.099 0.684 -0.35
C 0.202 -0.824 0.258 0.43
N 2.312 -0.348 0.983 -0.28
N 1.446 -1.150 0.721 -0.06
N 0.761 1.190 -0.048 -0.50
N -0.815 -0.632 1.170 -0.16
N 0.640 1.589 -1.422 -0.20
N -2.177 -1.185 1.128 -0.27
S -0.157 -1.667 -1.295 -0.15
H 1.797 1.503 1.714 0.30
H 2.877 1.504 0.272 0.40
H -0.742 0.087 2.015 0.34
H 1.352 1.125 -2.050 0.38
H 0.825 2.567 -1.518 0.37
H -0.316 1.431 -1.777 0.34
H -2.728 -0.598 1.717 0.34
H -2.106 -2.076 1.738 0.41
H -2.389 -1.093 0.097 0.40
H 0.858 -2.425 -1.092 0.26
```

## Properties
- Charge: +2
- Energy relative to the best compared isomer or geometry (same formula, charge and spin): 482.6 kJ/mol
- 2S+1: 1
- HOMO-LUMO gap: 9.45 eV
- E_HOMO: -17.1 eV

=====

Record 5
C5H9ClN2O2S | ωB97M-V with the def2-TZVPD basis set

The geometry in XYZ format:
```
20
Properties=species:S:1:pos:R:3:mulliken_charge:R:1
C 0.946 -0.163 -0.841 -0.46
C 0.472 0.891 0.161 -0.66
C -0.226 -1.016 -1.306 -0.95
C -0.245 0.238 1.391 -0.90
C -1.129 -1.482 -0.131 0.49
N -1.488 -0.470 0.916 -0.12
N -0.424 -2.560 0.741 0.98
O 0.203 -3.326 0.121 -0.56
O -0.623 -2.596 1.969 -0.57
S -2.542 0.747 0.397 -0.18
Cl -2.523 -2.371 -0.747 -0.14
H 1.355 0.250 -1.785 0.34
H 1.814 -0.647 -0.220 0.25
H 1.415 1.385 0.482 0.32
H -0.129 1.678 -0.090 0.51
H -0.774 -0.305 -1.866 0.37
H 0.025 -1.904 -1.955 0.36
H 0.359 -0.535 1.865 0.34
H -0.569 0.959 2.148 0.43
H -3.598 -0.119 0.463 0.16
```

## Properties
- SMILES string: O=[N+]([O-])[C@]1(Cl)CCCCN1S
- Charge: 0
- Energy relative to the best compared isomer or geometry (same formula, charge and spin): 0.0 kJ/mol
- 2S+1: 1
- HOMO-LUMO gap: 8.88 eV
- E_HOMO: -8.8 eV

=====

Record 6
C5H20HfN14O17 | ωB97M-V with the def2-TZVPD basis set

The geometry in XYZ format:
```
57
Properties=species:S:1:pos:R:3:mulliken_charge:R:1
Hf -0.320 -0.301 -0.103 1.70
N 1.501 1.912 4.726 1.16
O 2.511 1.709 5.295 -0.52
O 1.126 1.233 3.803 -0.56
O 0.768 2.820 5.069 -0.52
N -2.249 2.221 -5.110 1.03
O -1.810 2.151 -6.260 -0.48
O -1.819 1.474 -4.231 -0.46
O -2.891 3.199 -4.638 -0.46
N -3.157 -2.237 4.511 1.13
O -3.906 -1.329 4.740 -0.48
O -2.930 -3.016 5.372 -0.50
O -2.700 -2.303 3.338 -0.53
N 1.897 -3.000 -4.698 1.09
O 1.631 -2.446 -3.598 -0.53
O 2.936 -3.590 -4.941 -0.50
O 1.026 -2.970 -5.524 -0.47
C -3.359 -4.994 -2.096 0.60
O -2.949 -3.822 -1.843 -0.68
N -3.999 -5.779 -1.243 -0.38
N -3.197 -5.541 -3.297 -0.43
H -4.155 -5.395 -0.322 0.23
H -4.445 -6.638 -1.533 0.18
H -2.865 -4.830 -3.932 0.25
H -3.763 -6.305 -3.638 0.21
C 5.443 1.930 0.019 0.63
O 4.320 1.405 -0.045 -0.68
N 6.064 2.547 -0.928 -0.37
N 5.994 2.034 1.215 -0.39
H 6.908 3.027 -0.651 0.18
H 5.519 2.885 -1.708 0.24
H 5.430 1.762 2.008 0.23
H 6.879 2.515 1.295 0.15
C -4.974 3.009 1.266 0.61
O -4.136 2.223 0.927 -0.67
N -5.356 3.311 2.458 -0.40
N -5.469 3.845 0.498 -0.47
H -6.099 3.994 2.504 0.19
H -4.969 2.830 3.257 0.22
H -5.590 4.780 0.860 0.23
H -4.985 3.766 -0.385 0.25
C 2.777 -5.181 1.216 0.58
O 2.344 -4.027 1.213 -0.70
N 3.691 -5.602 0.501 -0.34
N 2.402 -6.095 2.106 -0.43
H 3.951 -6.577 0.470 0.20
H 3.744 -4.975 -0.289 0.27
H 2.022 -5.833 3.004 0.25
H 3.021 -6.893 2.146 0.16
C 0.727 5.415 -0.345 0.66
O 0.382 4.210 -0.491 -0.71
N 1.152 6.089 -1.373 -0.39
N 1.040 6.003 0.740 -0.34
H 1.458 7.045 -1.259 0.14
H 1.372 5.683 -2.271 0.21
H 1.508 6.887 0.604 0.16
H 0.549 5.766 1.590 0.25
```

## Properties
- Charge: 0
- Energy relative to the best compared isomer or geometry (same formula, charge and spin): 2918.3 kJ/mol
- 2S+1: 1
- HOMO-LUMO gap: 1.69 eV
- E_HOMO: -8.4 eV